# 1
Below is a cluster of 2 separate species, C14H27Br2NO4S in total, with properties calculated with ωB97M-V with the def2-TZVPD basis set.

Highest occupied orbital energy in eV: -7.76

```
! RIJCOSX wB97M-V def2-TZVPD def2/J DEFGRID3
* xyz 0 1
C 3.390 -2.101 1.344
C 2.324 -1.834 0.319
O 2.481 -1.863 -0.872
O 1.106 -1.544 0.880
C 0.057 -2.442 0.528
C -0.878 -2.612 1.734
S 0.036 -3.473 3.093
O -1.245 -1.384 2.334
C -1.741 -0.376 1.516
O -1.035 0.373 0.924
C -2.085 -3.523 1.380
Br -2.993 -2.989 -0.265
C -3.102 -3.796 2.494
C -3.982 -5.015 2.159
Br -4.275 -2.299 2.906
H 4.362 -1.798 0.958
H 3.390 -3.173 1.560
H 3.165 -1.557 2.263
H 0.480 -3.424 0.286
H -0.480 -2.070 -0.345
H 0.890 -4.146 2.315
H -2.835 -0.322 1.517
H -1.647 -4.500 1.158
H -2.537 -4.016 3.399
H -4.944 -4.695 1.757
H -4.165 -5.605 3.059
H -3.505 -5.635 1.397
C 0.233 1.089 -2.188
C 1.286 2.136 -1.867
N 1.094 3.383 -2.588
C 2.234 4.277 -2.511
C 2.618 4.846 -1.139
C -0.213 3.998 -2.429
C -0.685 4.328 -1.007
H 0.172 0.911 -3.263
H 0.498 0.150 -1.699
H -0.754 1.376 -1.824
H 2.266 1.743 -2.152
H 1.315 2.275 -0.775
H 2.061 5.105 -3.204
H 3.096 3.732 -2.910
H 1.921 5.612 -0.803
H 3.606 5.309 -1.198
H 2.667 4.068 -0.376
H -0.952 3.337 -2.887
H -0.226 4.906 -3.038
H -0.506 3.501 -0.319
H -1.761 4.518 -1.014
H -0.202 5.218 -0.605
*
```



# 2
Below is a structure of composition C55H48CdIN6OPS6, with properties calculated with ωB97M-V with the def2-TZVPD basis set.

Highest occupied orbital energy in eV: -1.42

```
! RIJCOSX wB97M-V def2-TZVPD def2/J DEFGRID3
* xyz -2 1
Cd -1.916 0.293 -0.268
N -3.364 4.150 0.989
P -1.954 3.159 0.933
C -0.794 4.427 0.275
C -0.356 5.542 0.984
C 0.481 6.474 0.385
C 0.897 6.291 -0.928
C 0.471 5.178 -1.641
C -0.370 4.250 -1.042
C -1.456 3.159 2.709
C -0.367 2.368 3.080
C -0.024 2.216 4.415
C -0.766 2.846 5.404
C -1.846 3.640 5.047
C -2.190 3.791 3.710
C -4.645 3.709 0.701
C -5.751 4.513 1.014
C -7.011 4.031 0.728
C -7.146 2.781 0.136
C -5.986 2.078 -0.153
N -4.767 2.528 0.118
H -3.315 5.085 1.363
H -0.650 5.667 2.021
H 0.820 7.338 0.945
H 1.558 7.014 -1.392
H 0.801 5.027 -2.662
H -0.692 3.368 -1.586
H 0.188 1.848 2.308
H 0.814 1.582 4.679
H -0.523 2.698 6.449
H -2.437 4.133 5.810
H -3.060 4.383 3.455
H -5.609 5.483 1.478
H -7.884 4.625 0.974
H -8.116 2.362 -0.094
H -6.028 1.110 -0.640
N 0.115 1.042 0.170
S 1.421 0.395 -0.061
N 1.768 -1.003 0.582
S 2.103 -2.485 -0.039
N 0.818 -3.089 -0.835
S -0.725 -2.919 -0.451
N -1.533 -1.757 -0.820
C -1.346 -4.365 -1.326
C -2.723 -4.427 -1.483
C -3.276 -5.480 -2.195
C -2.454 -6.450 -2.758
C -1.077 -6.368 -2.609
C -0.515 -5.320 -1.889
C -1.025 -3.416 1.254
C -1.019 -2.403 2.196
C -1.292 -2.700 3.520
C -1.564 -4.006 3.900
C -1.577 -5.017 2.948
C -1.314 -4.725 1.618
C 2.051 -3.348 1.707
C 2.551 -2.702 2.836
C 3.158 -3.412 3.867
C 3.275 -4.792 3.799
C 2.765 -5.455 2.684
C 2.175 -4.742 1.656
C 3.125 -2.040 -1.802
C 4.445 -1.641 -1.551
C 5.491 -1.967 -2.397
C 5.257 -2.750 -3.528
C 3.962 -3.170 -3.791
C 2.914 -2.813 -2.944
C 1.784 0.479 -1.817
C 2.889 1.133 -2.339
C 3.033 1.224 -3.718
C 2.074 0.675 -4.558
C 0.948 0.065 -4.019
C 0.779 -0.009 -2.648
C 2.700 1.432 0.678
C 3.771 0.883 1.363
C 4.677 1.726 1.998
C 4.502 3.102 1.946
C 3.417 3.643 1.266
C 2.510 2.807 0.634
H -3.337 -3.640 -1.061
H -4.350 -5.534 -2.322
H -2.888 -7.265 -3.325
H -0.436 -7.118 -3.057
H 0.555 -5.219 -1.768
H -0.787 -1.391 1.895
H -1.296 -1.901 4.251
H -1.765 -4.238 4.939
H -1.788 -6.039 3.240
H -1.328 -5.515 0.880
H 2.440 -1.624 2.912
H 3.530 -2.881 4.738
H 3.758 -5.345 4.596
H 2.826 -6.537 2.624
H 1.805 -5.268 0.779
H 4.661 -1.053 -0.659
H 6.496 -1.618 -2.179
H 6.074 -3.031 -4.182
H 3.761 -3.772 -4.673
H 1.904 -3.137 -3.176
H 3.651 1.538 -1.688
H 3.909 1.708 -4.133
H 2.206 0.716 -5.632
H 0.194 -0.367 -4.670
H -0.097 -0.489 -2.224
H 3.866 -0.193 1.413
H 5.516 1.305 2.537
H 5.208 3.755 2.444
H 3.267 4.715 1.238
H 1.642 3.201 0.122
I -4.798 -1.490 1.678
S -3.122 0.167 2.046
C -1.389 2.392 -5.351
O -1.818 1.857 -4.109
C -2.990 1.176 -4.034
S -3.825 0.708 -5.412
S -3.482 0.840 -2.448
H -0.497 2.972 -5.115
H -2.162 3.025 -5.788
H -1.156 1.604 -6.067
*
```



# 3
Below is a structure of composition C49H65BFN5NaO3Te at a distorted geometry, with properties calculated with ωB97M-V with the def2-TZVPD basis set.

Highest occupied orbital energy (spin up / spin down) in eV: -3.75 / -2.10

```
! RIJCOSX wB97M-V def2-TZVPD def2/J DEFGRID3
* xyz -1 1
Na 0.733 0.561 -0.209
C -0.723 1.017 -2.993
C 0.666 1.068 -2.750
C 0.959 2.311 -2.134
C -0.252 3.014 -1.995
C -1.288 2.214 -2.520
H -1.252 0.200 -3.468
H 1.393 0.325 -3.053
H 1.948 2.667 -1.875
H -0.367 4.004 -1.573
H -2.337 2.478 -2.550
C 3.423 5.423 4.680
C 2.625 4.272 5.274
N 1.859 3.540 4.269
C 2.441 2.481 3.645
C 1.880 1.715 2.677
C 2.788 0.666 2.007
O 3.759 0.295 2.673
O 2.465 0.364 0.829
C 0.509 1.988 2.313
O -0.215 1.260 1.628
C -0.050 3.250 2.861
C -1.301 3.678 2.423
C -1.844 4.836 2.899
F -3.073 5.190 2.441
C -1.179 5.641 3.853
C 0.043 5.172 4.312
C 0.631 3.997 3.821
N -1.637 6.870 4.378
C -0.744 8.023 4.224
C -0.964 8.745 2.906
N -2.367 9.230 2.851
C -3.325 8.099 2.974
C -3.032 7.302 4.238
H 3.985 5.938 5.460
H 2.770 6.146 4.190
H 4.127 5.052 3.935
H 1.941 4.620 6.047
H 3.290 3.550 5.746
H 3.446 2.230 3.964
H -1.836 3.081 1.694
H 0.530 5.743 5.089
H 0.293 7.700 4.290
H -0.936 8.714 5.048
H -0.805 8.069 2.066
H -0.322 9.623 2.795
H -2.549 9.796 1.972
H -2.531 9.926 3.651
H -3.221 7.491 2.081
H -4.327 8.536 2.999
H -3.691 6.439 4.292
H -3.248 7.940 5.100
C -4.047 -1.185 4.065
Te -2.471 -0.105 3.128
C -1.846 0.711 4.996
H -4.815 -0.504 4.426
H -3.645 -1.769 4.890
H -4.482 -1.863 3.333
H -1.313 -0.040 5.574
H -2.732 1.046 5.532
H -1.193 1.564 4.817
C 1.911 -2.094 -5.058
C 1.181 -3.176 -4.260
C 1.365 -4.547 -4.910
C -0.291 -2.846 -4.095
C -1.060 -2.590 -5.225
C -2.402 -2.280 -5.112
C -2.986 -2.222 -3.859
C -2.258 -2.470 -2.698
C -2.994 -2.289 -1.381
C -2.665 -0.936 -0.756
C -2.830 -3.412 -0.354
C -0.905 -2.783 -2.838
N -0.103 -3.113 -1.698
B 0.746 -2.315 -0.879
N 1.488 -3.211 -0.064
C 1.097 -4.508 -0.419
C 0.161 -4.451 -1.383
C 2.603 -3.015 0.816
C 3.874 -2.910 0.249
C 4.968 -2.840 1.103
C 4.800 -2.871 2.475
C 3.528 -2.934 3.012
C 2.404 -2.989 2.196
C 1.019 -3.027 2.812
C 0.897 -2.074 4.001
C 0.641 -4.449 3.232
C 4.084 -2.799 -1.247
C 4.978 -3.916 -1.785
C 4.634 -1.414 -1.596
H 2.989 -2.272 -5.034
H 1.718 -1.102 -4.654
H 1.598 -2.093 -6.105
H 1.631 -3.215 -3.268
H 0.930 -4.562 -5.913
H 0.885 -5.333 -4.323
H 2.426 -4.791 -4.997
H -0.596 -2.624 -6.204
H -2.991 -2.071 -5.996
H -4.037 -1.971 -3.768
H -4.052 -2.263 -1.660
H -1.626 -0.921 -0.417
H -3.308 -0.753 0.106
H -2.787 -0.110 -1.458
H -1.865 -3.367 0.150
H -2.927 -4.399 -0.810
H -3.606 -3.316 0.410
H 1.541 -5.369 0.053
H -0.359 -5.254 -1.880
H 5.963 -2.746 0.685
H 5.661 -2.811 3.129
H 3.405 -2.901 4.087
H 0.304 -2.702 2.052
H 1.507 -2.410 4.842
H -0.142 -2.034 4.333
H 1.214 -1.064 3.739
H 1.298 -4.792 4.036
H 0.730 -5.150 2.401
H -0.389 -4.483 3.594
H 3.112 -2.892 -1.734
H 5.981 -3.858 -1.357
H 5.074 -3.838 -2.871
H 4.567 -4.899 -1.548
H 5.654 -1.295 -1.222
H 4.021 -0.631 -1.146
H 4.650 -1.270 -2.679
*
```



# 4
Below is the molecule C21H26N2O3S, with properties calculated with ωB97M-V with the def2-TZVPD basis set.

Highest occupied orbital energy in eV: -7.65

```
! RIJCOSX wB97M-V def2-TZVPD def2/J DEFGRID3
* xyz 0 1
C 4.293 1.638 -4.208
H 4.467 0.595 -4.501
O 2.922 1.944 -4.213
C 2.189 1.150 -3.309
C 0.732 1.570 -3.392
H 0.628 2.628 -3.157
H 0.325 1.379 -4.385
S -0.270 0.689 -2.158
C -0.077 -0.979 -2.777
C -0.677 -1.349 -3.970
C -0.513 -2.635 -4.451
C 0.240 -3.553 -3.736
C 0.832 -3.186 -2.540
C 0.672 -1.897 -2.047
C 1.404 -1.442 -0.816
O 2.541 -1.010 -0.899
N 0.743 -1.570 0.349
C -0.628 -1.992 0.493
H -1.011 -2.359 -0.460
C -1.472 -0.814 0.992
N -0.909 -0.320 2.228
C -1.762 0.215 3.194
C -2.765 -0.608 3.703
C -3.635 -0.178 4.687
C -3.503 1.096 5.202
C -2.514 1.936 4.716
C -1.651 1.524 3.711
O -0.692 2.335 3.160
C -0.550 3.644 3.650
H -1.460 4.234 3.501
H 0.260 4.084 3.069
H -0.279 3.653 4.711
H -2.438 2.934 5.120
H -4.165 1.448 5.978
H -4.402 -0.841 5.056
H -2.849 -1.614 3.318
C 0.440 0.160 2.040
H 0.831 0.530 2.986
C 1.299 -1.017 1.565
H 2.318 -0.692 1.350
H 1.315 -1.797 2.334
H 0.488 0.964 1.292
H -2.502 -1.132 1.151
H -1.462 -0.029 0.217
H -0.663 -2.802 1.231
H 1.429 -3.892 -1.983
H 0.370 -4.556 -4.113
H -0.975 -2.922 -5.383
H -1.268 -0.628 -4.515
H 2.564 1.280 -2.283
H 2.295 0.084 -3.565
H 4.763 2.305 -4.928
H 4.731 1.797 -3.215
*
```



# 5
Below is the molecule C8H17N at a distorted geometry, with properties calculated with ωB97M-V with the def2-TZVPD basis set.

Highest occupied orbital energy in eV: -7.92

```
! RIJCOSX wB97M-V def2-TZVPD def2/J DEFGRID3
* xyz 0 1
C 0.092 -0.657 -0.029
C 0.113 0.772 0.298
C 1.914 -0.835 0.278
C -0.597 -1.591 0.953
C -0.166 -1.022 -1.480
C 2.884 -0.043 -0.576
C -1.605 1.345 0.363
N -2.563 0.959 -0.553
C -1.914 2.191 1.357
H -3.426 1.500 -0.552
H -2.227 0.818 -1.496
H 0.551 1.406 -0.471
H 0.468 0.992 1.306
H 2.111 -0.693 1.344
H 2.022 -1.905 0.079
H -0.447 -1.269 1.986
H -0.202 -2.607 0.847
H -1.673 -1.617 0.767
H -1.237 -1.058 -1.693
H 0.217 -2.023 -1.702
H 0.297 -0.307 -2.165
H -2.866 2.719 1.407
H -1.194 2.445 2.128
H 2.891 1.017 -0.308
H 2.650 -0.128 -1.642
H 3.909 -0.411 -0.447
*
```



# 6
Below is a structure of composition C40H54F5N5OP2S4Tl, with properties calculated with ωB97M-V with the def2-TZVPD basis set.

Highest occupied orbital energy in eV: -3.89

```
! RIJCOSX wB97M-V def2-TZVPD def2/J DEFGRID3
* xyz -1 1
Tl 0.245 -0.537 0.672
C 2.229 -2.744 -3.247
C 3.282 -1.694 -3.576
S 3.851 -0.724 -2.136
C 3.824 0.971 -2.802
C 2.490 1.419 -3.386
S 1.101 1.022 -2.269
C -0.173 0.432 -3.520
C 0.056 -1.035 -3.953
S 0.587 -2.206 -2.661
H 2.574 -3.370 -2.423
H 2.077 -3.375 -4.125
H 2.923 -0.995 -4.330
H 4.153 -2.212 -3.981
H 4.615 1.065 -3.548
H 4.090 1.586 -1.941
H 2.303 0.941 -4.349
H 2.502 2.500 -3.540
H 0.005 1.063 -4.394
H -1.667 0.205 -2.140
H 0.789 -1.091 -4.758
H -0.897 -1.409 -4.326
F -1.781 -6.739 4.781
C -1.167 -5.579 4.492
C -0.593 -5.371 3.252
F -0.639 -6.358 2.338
C 0.006 -4.166 2.951
F 0.538 -4.030 1.727
C 0.085 -3.095 3.859
S 0.847 -1.602 3.513
C -0.479 -3.369 5.121
F -0.434 -2.436 6.079
C -1.102 -4.560 5.426
F -1.652 -4.748 6.637
C -3.385 1.941 -2.276
C -2.146 1.961 -3.164
C -2.577 2.150 -4.624
C -1.276 3.149 -2.729
N -1.508 0.633 -3.052
H -3.953 2.864 -2.398
H -3.094 1.846 -1.228
H -4.023 1.094 -2.526
H -3.126 3.087 -4.738
H -3.223 1.326 -4.930
H -1.714 2.188 -5.293
H -1.873 4.064 -2.756
H -0.416 3.287 -3.387
H -0.911 3.001 -1.713
N 0.287 1.839 1.340
P 1.367 2.376 2.271
C 2.818 1.308 2.746
C 3.381 0.585 1.695
C 4.460 -0.259 1.903
C 4.996 -0.389 3.176
C 4.443 0.321 4.230
C 3.359 1.162 4.019
C 2.346 3.815 1.621
C 1.855 4.441 0.480
C 2.550 5.491 -0.105
C 3.754 5.911 0.442
C 4.258 5.283 1.574
C 3.557 4.240 2.162
C 0.868 3.020 3.933
C 0.319 2.090 4.817
C -0.115 2.480 6.073
C -0.028 3.813 6.455
C 0.491 4.750 5.574
C 0.932 4.356 4.317
H 2.969 0.707 0.696
H 4.876 -0.819 1.075
H 5.838 -1.049 3.349
H 4.850 0.212 5.228
H 2.931 1.696 4.857
H 0.920 4.070 0.070
H 2.158 5.981 -0.989
H 4.306 6.724 -0.015
H 5.204 5.603 1.996
H 3.946 3.750 3.046
H 0.250 1.052 4.508
H -0.511 1.742 6.760
H -0.379 4.124 7.432
H 0.562 5.790 5.873
H 1.329 5.094 3.630
C -5.920 -1.003 -2.047
N -4.572 -1.397 -1.721
C -3.973 -2.366 -2.628
P -3.851 -1.335 -0.211
O -2.415 -1.012 -0.293
N -4.689 -0.160 0.625
C -3.949 0.951 1.225
C -5.962 -0.433 1.263
N -4.084 -2.863 0.406
C -5.312 -3.618 0.317
C -3.147 -3.362 1.402
H -5.942 -0.586 -3.059
H -6.252 -0.232 -1.354
H -6.629 -1.843 -2.024
H -3.919 -1.942 -3.635
H -4.546 -3.303 -2.671
H -2.960 -2.588 -2.296
H -2.910 0.929 0.908
H -3.968 0.891 2.317
H -4.391 1.905 0.922
H -6.449 -1.290 0.799
H -6.619 0.437 1.165
H -5.843 -0.644 2.332
H -5.994 -3.170 -0.405
H -5.820 -3.680 1.287
H -5.092 -4.639 -0.011
H -2.234 -2.773 1.354
H -2.905 -4.404 1.182
H -3.559 -3.307 2.417
*
```



The following E_tot values (in hartree) correspond, in order, to the records above: -6451.53805, -5724.17465, -2960.70138, -1549.21649, -369.69360, -4853.00429.